Molecular formula: C2H3N3O3
Method: DFT, the ωB97M-V functional and the def2-TZVPD basis

## Properties
- Highest occupied orbital energy: -10.90 eV
- Max |F|: 6.45 eV/A
- 2S+1: 1
- Molar mass: 117.064 u
- SMILES string: [H]/N=c1/oc(=O)on1N
- Frontier orbital gap: 10.908 eV

Element x y z (Å)
1 H 1.856 2.118 -0.052
2 N 2.029 1.138 -0.367
3 C 0.945 0.495 -0.092
4 O 0.913 -1.056 -0.047
5 C -0.470 -1.278 -0.405
6 O -1.008 -2.263 -0.646
7 O -1.158 -0.176 0.005
8 N -0.349 1.041 -0.016
9 N -0.852 1.606 1.254
10 H 0.145 1.532 1.683
11 H -0.620 2.513 0.758